# 1
Computed, not measured: C28H46N9O3PSSeSi2Te2Ti as an isolated structure at a distorted geometry, with the ωB97M-V functional and the def2-TZVPD basis.

Element x y z (Å)
Ti1 0.5379 -2.2398 -0.3239
C1 -4.2567 1.5389 -1.5216
N1 -3.2123 0.6730 -2.0082
C2 -3.3576 -0.4713 -2.7687
C3 -2.1381 -0.9746 -3.0071
N2 -1.2126 -0.1573 -2.3640
C4 -1.8924 0.8850 -1.7435
S1 -1.2769 2.2278 -0.9845
C5 0.1865 -0.3127 -2.3615
C6 0.8988 -0.3999 -3.5401
C7 2.2826 -0.3998 -3.4889
C8 2.8977 -0.2448 -2.2509
C9 2.1275 -0.1972 -1.1100
N3 0.7718 -0.3200 -1.1278
H1 -5.0584 1.6157 -2.2543
H2 -3.8187 2.5216 -1.3550
H3 -4.6578 1.1702 -0.5749
H4 -4.3227 -0.8247 -3.0804
H5 -1.8339 -1.8524 -3.5510
H6 0.3750 -0.4345 -4.4844
H7 2.8703 -0.4498 -4.3937
H8 3.9697 -0.1282 -2.1756
H9 2.5685 0.0008 -0.1392
N4 4.3454 -3.9476 0.2856
C10 3.1644 -4.1960 -0.2799
N5 2.2850 -3.3254 0.1609
C11 3.0008 -2.5317 1.0399
N6 4.2701 -2.8904 1.1229
C12 2.2670 -1.5614 1.7845
C13 2.7667 -0.8203 2.8485
N7 1.9914 -0.1871 3.7083
C14 0.6584 -0.3657 3.5177
C15 0.1306 -0.9378 2.3951
N8 0.9089 -1.5027 1.4370
H10 5.2203 -4.4286 0.1678
H11 2.9643 -5.0027 -0.9620
H12 3.8365 -0.7692 3.0154
H13 0.0163 -0.0042 4.3042
H14 -0.9431 -0.9747 2.2633
C16 2.8291 -7.0514 -3.3010
C17 2.2000 -5.7128 -3.6394
O1 1.3779 -5.2969 -2.5497
P1 0.2731 -4.1034 -2.7170
O2 0.9145 -2.8633 -2.0778
Te1 -0.6120 -3.9715 -4.8524
O3 -0.7220 -4.5985 -1.5578
C18 -1.6323 -5.6700 -1.8641
C19 -2.3784 -6.0732 -0.6088
H15 3.3625 -7.4271 -4.1725
H16 2.0560 -7.7646 -3.0181
H17 3.5307 -6.9554 -2.4713
H18 1.5851 -5.7985 -4.5401
H19 2.9737 -4.9584 -3.8277
H20 -1.0637 -6.5182 -2.2562
H21 -2.3315 -5.3306 -2.6339
H22 -1.6719 -6.3467 0.1732
H23 -3.0296 -6.9171 -0.8302
H24 -2.9853 -5.2435 -0.2488
Se1 -1.9287 -2.3366 0.0526
C20 -0.9585 -3.5253 1.0300
N9 -0.3907 -4.2987 1.6811
C21 1.8990 4.2889 -1.0693
Si1 0.8833 5.5988 -0.1456
C22 0.1488 6.7649 -1.4467
C23 1.9437 6.5849 1.0780
C24 -0.4992 4.7872 0.8619
Te2 0.2689 3.0244 1.8537
C25 -0.2809 3.8223 3.7922
Si2 -2.0953 3.5015 4.2689
C26 -3.1954 3.3765 2.7319
C27 -2.6153 4.9807 5.3369
C28 -2.3562 1.9078 5.2698
H25 2.8925 4.6473 -1.3389
H26 1.3858 3.9972 -1.9863
H27 2.0157 3.3890 -0.4652
H28 0.9398 7.2541 -2.0159
H29 -0.4646 7.5431 -0.9933
H30 -0.4758 6.2150 -2.1502
H31 2.7731 7.0869 0.5804
H32 2.3563 5.9442 1.8572
H33 1.3388 7.3523 1.5622
H34 -1.3296 4.4936 0.2234
H35 -0.8890 5.4521 1.6305
H36 -0.1023 4.8943 3.7200
H37 0.4240 3.4265 4.5218
H38 -3.2256 4.3179 2.1828
H39 -4.2201 3.1109 2.9955
H40 -2.8133 2.6148 2.0500
H41 -2.5500 5.9111 4.7727
H42 -1.9669 5.0784 6.2079
H43 -3.6393 4.8807 5.6967
H44 -2.3531 1.0228 4.6331
H45 -3.3252 1.9433 5.7685
H46 -1.6018 1.7684 6.0448

Results
HOMO (alpha / beta)   -5.97 / -6.73 eV
Multiplicity   3
Gap between HOMO and LUMO (alpha / beta)   5.27 / 6.08 eV
Electronic energy   -6918.71280 Eh

The molecule's Mulliken atomic charges, reported in e, are given here: Ti 0.064; C -0.908; N 0.356; C -1.085; C 0.236; N 0.944; C -0.631; S -0.098; C -0.399; C -0.218; C -0.739; C -1.251; C 0.001; N 0.318; H 0.337; H 0.305; H 0.306; H 0.507; H -0.102; H 0.549; H 0.489; H 0.592; H 0.771; N 0.197; C -0.609; N 0.549; C 0.827; N -0.897; C -0.581; C -0.586; N -0.603; C -0.905; C 0.016; N 1.088; H 0.158; H 0.708; H 0.453; H 0.363; H 0.343; C -1.182; C -0.253; O -0.239; P -0.763; O 0.240; Te -0.243; O 0.137; C -0.376; C -1.258; H 0.392; H 0.273; H 0.290; H 0.401; H 0.200; H 0.268; H 0.330; H 0.309; H 0.426; H 0.242; Se -0.126; C 0.628; N -0.662; C -0.763; Si 0.322; C -1.102; C -1.066; C -1.158; Te 0.006; C -1.033; Si 0.235; C -0.804; C -1.105; C -1.043; H 0.474; H 0.221; H 0.027; H 0.315; H 0.317; H 0.302; H 0.334; H 0.318; H 0.312; H 0.625; H 0.508; H 0.467; H 0.654; H 0.285; H 0.433; H 0.100; H 0.328; H 0.315; H 0.315; H 0.263; H 0.346; H 0.351



# 2
Computed, not measured: C28H46NOP2S5Sn as an isolated structure, with the ωB97M-V functional and the def2-TZVPD basis.

Element x y z (Å)
Sn1 -0.2412 0.1420 0.4024
C1 3.8832 -1.1945 2.4455
C2 3.8439 -1.9626 1.1154
C3 5.2477 -2.2772 0.5885
P1 2.5902 -1.1281 0.0201
C4 2.6193 -2.0483 -1.6015
C5 2.3180 -3.5265 -1.3517
C6 3.8464 -1.8651 -2.4934
C7 3.2259 0.5102 -0.4806
C8 4.4424 1.0770 -0.0985
C9 4.8194 2.3565 -0.4781
C10 6.1375 2.9454 -0.0446
C11 3.9326 3.0871 -1.2653
C12 2.7173 2.5563 -1.6486
C13 2.3221 1.2681 -1.2583
N1 1.0451 0.7683 -1.5509
C14 0.5505 0.8978 -2.8207
C15 1.4154 0.9927 -3.9429
C16 0.9459 1.0213 -5.2365
C17 -0.4169 0.9362 -5.5218
C18 -0.9358 0.9370 -6.9381
C19 -1.2738 0.8268 -4.4407
C20 -0.8460 0.8289 -3.1081
P2 -2.0064 0.6862 -1.7079
C21 -3.3419 1.9715 -1.8653
C22 -3.7599 2.4287 -3.2615
C23 -2.8921 3.1840 -1.0427
C24 -2.8550 -0.9507 -1.9576
C25 -3.9833 -1.0105 -2.9845
C26 -1.8058 -2.0239 -2.2611
H1 4.2673 -1.8342 3.2452
H2 2.8841 -0.8542 2.7284
H3 4.5265 -0.3162 2.3807
H4 3.3436 -2.9163 1.3177
H5 5.7142 -1.4211 0.1028
H6 5.2243 -3.0930 -0.1343
H7 5.8938 -2.5920 1.4149
H8 1.7653 -1.6049 -2.1226
H9 3.1675 -4.0272 -0.8792
H10 2.1078 -4.0406 -2.2930
H11 1.4506 -3.6468 -0.6975
H12 4.7198 -2.3790 -2.0907
H13 4.0970 -0.8099 -2.6093
H14 3.6458 -2.2748 -3.4885
H15 5.1293 0.5077 0.5140
H16 6.6317 2.3003 0.6827
H17 5.9962 3.9260 0.4145
H18 6.8148 3.0761 -0.8926
H19 4.1938 4.0962 -1.5685
H20 2.0259 3.1503 -2.2346
H21 2.4831 1.0246 -3.7687
H22 1.6587 1.0977 -6.0528
H23 -0.2369 1.4366 -7.6107
H24 -1.8954 1.4529 -7.0040
H25 -1.0821 -0.0801 -7.3137
H26 -2.3323 0.7347 -4.6467
H27 -4.1950 1.5078 -1.3581
H28 -2.9150 2.8746 -3.7881
H29 -4.5390 3.1906 -3.1666
H30 -4.1603 1.6208 -3.8742
H31 -1.9494 3.5827 -1.4277
H32 -2.7367 2.9216 0.0027
H33 -3.6456 3.9756 -1.0940
H34 -3.2743 -1.1484 -0.9650
H35 -3.6158 -0.8322 -3.9968
H36 -4.7738 -0.2914 -2.7672
H37 -4.4313 -2.0086 -2.9713
H38 -1.3589 -1.8612 -3.2446
H39 -2.2661 -3.0157 -2.2469
H40 -0.9985 -2.0130 -1.5245
S1 -0.2448 2.4584 1.4145
S2 -1.1521 1.9930 3.2271
S3 -3.0353 1.3073 2.7980
S4 -2.8119 -0.5097 1.8357
C27 0.2151 -2.2670 5.0492
S5 -0.7289 -1.5214 3.6803
C28 -0.8992 -3.0749 2.7841
O1 0.3461 -0.7763 2.9381
H41 1.1830 -2.5948 4.6700
H42 -0.3460 -3.0985 5.4795
H43 0.3504 -1.4884 5.7984
H44 0.0766 -3.5601 2.7570
H45 -1.2351 -2.8258 1.7808
H46 -1.6423 -3.6989 3.2829

Results
HOMO   -3.24 eV
Gap between HOMO and LUMO   5.66 eV
Electronic energy   -4112.58040 Eh
Net charge   -1
ΔE to the lowest compared entry with this formula, charge and spin   0.0 kJ/mol

The molecule's Mulliken atomic charges, reported in e, are given here: Sn 1.109; C -1.496; C 0.510; C -1.493; P 0.673; C 1.071; C -1.650; C -1.590; C 0.318; C -0.274; C 0.262; C -1.652; C -0.888; C 0.076; C -0.704; N 0.542; C -1.035; C 0.011; C -1.035; C 0.115; C -1.725; C -0.057; C -0.254; P 0.919; C 0.661; C -1.608; C -1.262; C 0.664; C -1.466; C -1.526; H 0.523; H 0.226; H 0.243; H 0.489; H 0.170; H 0.307; H 0.503; H -0.285; H 0.306; H 0.461; H 0.371; H 0.250; H 0.274; H 0.469; H -0.080; H 0.364; H 0.357; H 0.300; H 0.350; H 0.512; H 0.370; H 0.335; H 0.386; H 0.352; H 0.309; H 0.207; H 0.512; H 0.315; H 0.486; H 0.264; H 0.254; H 0.165; H 0.491; H 0.378; H 0.174; H 0.338; H 0.491; H 0.208; H 0.568; H 0.058; S -0.398; S -0.104; S -0.149; S -0.353; C -1.094; S 0.452; C -0.659; O -0.415; H 0.224; H 0.385; H 0.361; H 0.298; H 0.053; H 0.416